15
Properties=species:S:1:pos:R:3:forces:R:3:nbo_charge:R:1 method="wB97M-V/def2-TZVPD" total_energy_ha=-532.1752 gap_ev=9.9068 fmax_ev_per_a=3.3 e_lumo_ha=0.0238 de_lowest_kj_mol=237.0 charge=0
O 1.255 -0.247 0.645 0.8 0.0 -0.4 -0.5233
O 0.062 -0.820 2.468 1.2 1.6 -0.9 -0.5767
O -0.144 -2.147 -0.899 0.0 -0.3 -0.1 -0.6817
O -0.181 1.191 1.484 0.0 0.8 0.1 -0.4771
O -2.191 -2.048 -1.348 -0.2 -0.4 -0.4 -0.6750
C 0.402 0.012 1.651 -2.1 -2.4 0.9 0.9760
C 1.306 0.870 -0.260 0.1 0.1 0.0 -0.1045
C 0.107 1.712 0.178 0.0 0.1 0.0 -0.1032
C -1.227 -1.437 -0.701 0.2 0.6 0.2 0.3426
H 2.266 1.379 -0.123 -0.2 -0.1 0.0 0.1933
H -0.772 1.555 -0.458 0.2 0.0 0.2 0.2063
H 0.334 2.778 0.267 0.0 -0.2 0.0 0.1999
H 1.220 0.497 -1.285 0.0 0.1 0.2 0.2073
H 0.571 -1.749 -0.374 -0.1 0.0 0.1 0.5160
H -3.007 -1.545 -1.245 0.2 0.0 0.1 0.5000